1.
Computed, not measured: a structure of composition C43H66ClN4O4Y, with ωB97M-V/def2-TZVPD.

Each line ends with the Mulliken charge.
Element x y z (Å)
Y (-1.358, 1.606, -0.468)  1.1773
C (-4.434, 2.634, -2.372)  -1.4413
N (-4.077, 1.863, -1.176)  1.2788
C (-4.754, 2.501, -0.032)  -1.4637
C (-4.583, 0.493, -1.346)  -1.5134
C (-4.054, -0.454, -0.291)  -1.1702
N (-2.594, -0.641, -0.348)  1.7223
C (-2.204, -1.416, 0.862)  -2.4394
C (-0.772, -1.408, 1.338)  1.2496
C (-0.117, -2.612, 1.556)  -0.0618
C (1.083, -2.670, 2.249)  -0.5233
C (1.567, -1.470, 2.769)  -0.2799
C (0.947, -0.239, 2.586)  -0.3293
C (-0.211, -0.200, 1.783)  1.3052
O (-0.821, 0.943, 1.462)  -1.4750
C (1.435, 1.010, 3.331)  2.3585
C (0.312, 1.470, 4.274)  -1.6679
C (2.681, 0.734, 4.178)  -2.3615
C (1.781, 2.159, 2.374)  -0.6749
C (1.857, -3.978, 2.415)  2.5685
C (2.733, -4.184, 1.171)  -1.3782
C (0.903, -5.169, 2.562)  -1.9203
C (2.759, -3.960, 3.654)  -2.2502
C (-2.280, -1.395, -1.590)  -1.7413
C (-0.876, -1.898, -1.723)  0.5446
C (-0.653, -3.250, -1.915)  -0.5349
C (0.624, -3.752, -2.130)  -0.5971
C (1.666, -2.831, -2.105)  -0.2077
C (1.492, -1.461, -1.912)  0.1629
C (0.180, -0.973, -1.749)  -0.1027
O (-0.119, 0.323, -1.633)  -1.0774
C (2.694, -0.514, -1.917)  2.4917
C (4.030, -1.253, -2.028)  -2.3089
C (2.576, 0.422, -3.130)  -1.7100
C (2.739, 0.278, -0.601)  -1.1277
C (0.827, -5.234, -2.445)  2.1517
C (0.245, -6.108, -1.327)  -1.5427
C (2.304, -5.595, -2.607)  -2.0926
C (0.106, -5.562, -3.762)  -1.8835
H (-5.519, 2.606, -2.541)  0.3825
H (-3.944, 2.214, -3.252)  0.3189
H (-4.138, 3.674, -2.245)  0.2994
H (-5.844, 2.430, -0.154)  0.4183
H (-4.459, 3.546, 0.018)  0.2842
H (-4.468, 2.033, 0.907)  0.2853
H (-4.309, 0.149, -2.344)  0.5043
H (-5.682, 0.492, -1.303)  0.5396
H (-4.561, -1.424, -0.398)  0.4539
H (-4.309, -0.074, 0.699)  0.5085
H (-2.528, -2.457, 0.727)  0.2418
H (-2.799, -0.996, 1.678)  0.7677
H (-0.577, -3.514, 1.170)  0.0535
H (2.473, -1.500, 3.353)  0.4665
H (0.095, 0.697, 5.014)  0.3782
H (-0.600, 1.676, 3.713)  0.1322
H (0.612, 2.377, 4.806)  0.4478
H (2.500, -0.030, 4.935)  0.3967
H (2.968, 1.651, 4.696)  0.4456
H (3.527, 0.419, 3.562)  0.4173
H (0.886, 2.494, 1.857)  -0.5226
H (2.529, 1.840, 1.642)  0.1742
H (2.196, 3.000, 2.937)  0.6214
H (2.119, -4.191, 0.268)  -0.1454
H (3.285, -5.127, 1.233)  0.5741
H (3.454, -3.368, 1.072)  0.3088
H (0.274, -5.306, 1.683)  0.2613
H (0.252, -5.040, 3.429)  0.4110
H (1.477, -6.088, 2.699)  0.4691
H (3.573, -3.239, 3.562)  0.3685
H (3.215, -4.943, 3.788)  0.4851
H (2.189, -3.721, 4.554)  0.3993
H (-2.495, -0.740, -2.439)  0.5062
H (-2.964, -2.253, -1.655)  0.3766
H (-1.509, -3.918, -1.913)  0.5300
H (2.672, -3.196, -2.244)  0.6842
H (4.120, -1.801, -2.968)  0.4932
H (4.173, -1.952, -1.201)  0.2776
H (4.842, -0.523, -1.995)  0.4282
H (2.719, -0.145, -4.052)  0.4621
H (3.338, 1.206, -3.090)  0.4514
H (1.590, 0.883, -3.171)  0.1061
H (2.899, -0.400, 0.241)  0.2164
H (1.801, 0.796, -0.426)  -0.4199
H (3.559, 1.003, -0.623)  0.8383
H (0.795, -5.959, -0.396)  0.2701
H (0.317, -7.164, -1.597)  0.5239
H (-0.806, -5.882, -1.141)  0.2700
H (2.874, -5.377, -1.701)  0.2537
H (2.761, -5.058, -3.440)  0.3761
H (2.396, -6.664, -2.810)  0.4756
H (-0.966, -5.377, -3.683)  0.2901
H (0.250, -6.613, -4.024)  0.4915
H (0.494, -4.946, -4.576)  0.3979
N (0.631, 3.251, -0.472)  -0.4369
C (0.968, 3.558, -1.871)  0.1719
C (-0.228, 4.218, -2.532)  -1.0438
N (-1.468, 3.469, -2.236)  -0.2015
H (0.406, 4.107, 0.032)  0.1958
H (1.433, 2.843, -0.001)  0.0806
H (1.193, 2.612, -2.362)  -0.3919
H (1.845, 4.206, -1.958)  0.6265
H (-0.056, 4.277, -3.607)  0.5406
H (-0.342, 5.240, -2.164)  0.1440
H (-1.955, 3.261, -3.098)  0.2566
H (-2.071, 4.106, -1.695)  0.2238
Cl (-0.108, 8.575, 3.607)  -0.2512
C (-0.847, 7.646, 2.332)  0.1179
C (-1.288, 8.316, 1.161)  -0.5232
C (-1.867, 7.633, 0.141)  -0.6252
C (-2.062, 6.199, 0.179)  0.3210
O (-2.582, 5.601, -0.793)  -0.8236
C (-1.600, 5.550, 1.393)  1.1956
C (-1.739, 4.164, 1.609)  -0.5240
O (-2.203, 3.338, 0.799)  0.1536
C (-1.006, 6.307, 2.444)  -1.2332
H (-1.155, 9.389, 1.097)  0.3985
H (-2.207, 8.146, -0.750)  0.4384
H (-1.394, 3.784, 2.586)  0.1474
H (-0.680, 5.790, 3.340)  0.4618

Properties
HOMO-LUMO gap: 7.5 eV
E_HOMO: -0.271 hartree
Energy relative to the best compared isomer or geometry (same formula, charge and spin): 22.07 kcal/mol

2.
Computed, not measured: a cluster of 9 separate species, C43H70BN5O27P in total in a non-equilibrium geometry, with ωB97M-V/def2-TZVPD.

Each line ends with the Mulliken charge.
Element x y z (Å)
C (-2.445, 3.986, 2.930)  -1.3126
C (-1.831, 3.222, 2.028)  -0.1712
N (-1.810, 1.849, 2.234)  0.2137
C (-1.595, 1.332, 3.578)  -1.1927
C (-0.123, 1.406, 3.894)  -0.9666
C (0.566, 0.308, 3.135)  0.4043
C (2.075, 0.281, 3.202)  -1.0254
C (2.602, -0.833, 4.084)  -1.0515
C (2.297, -2.266, 3.635)  -0.4828
C (3.400, -3.007, 2.938)  -0.0706
C (3.373, -2.798, 1.465)  0.1551
O (4.204, -3.807, 0.838)  -0.3343
C (4.986, -3.260, -0.089)  0.7763
C (4.506, -3.316, -1.490)  -0.9435
O (5.978, -2.739, 0.181)  -0.4923
C (-1.968, 1.060, 1.184)  0.7208
N (-2.147, 1.465, 0.002)  -0.4011
C (-2.184, 0.473, -0.801)  -0.5902
P (-2.383, 0.455, -2.595)  -0.2499
C (-0.757, -0.143, -3.185)  -0.9597
C (-2.437, 2.142, -3.292)  -0.3599
C (-1.880, 3.261, -2.423)  -1.3806
N (-2.069, -0.618, -0.120)  0.3090
B (-2.078, -2.091, -0.465)  0.3972
O (-3.249, -2.746, -0.279)  -0.5551
N (-0.934, -2.755, -0.918)  0.0755
C (-1.216, -4.194, -1.048)  -1.1744
C (0.175, -2.634, 0.051)  -1.5785
N (-1.927, -0.243, 1.165)  0.2421
H (-1.917, 4.633, 3.586)  0.3517
H (-3.508, 3.942, 3.066)  0.5308
H (-1.395, 3.625, 1.140)  0.4632
H (-2.149, 1.902, 4.286)  0.5770
H (-1.892, 0.309, 3.683)  0.4667
H (0.246, 2.351, 3.558)  0.5296
H (0.096, 1.351, 4.944)  0.3624
H (0.337, 0.411, 2.091)  -0.0056
H (0.220, -0.661, 3.456)  0.3164
H (2.485, 0.169, 2.216)  0.3161
H (2.469, 1.194, 3.599)  0.5370
H (3.663, -0.708, 4.117)  0.4436
H (2.246, -0.738, 5.093)  0.4097
H (1.390, -2.349, 3.063)  -0.0667
H (2.130, -2.814, 4.538)  0.3391
H (3.261, -4.060, 3.082)  -0.1255
H (4.373, -2.766, 3.318)  0.2458
H (2.388, -2.925, 1.063)  -0.6426
H (3.796, -1.840, 1.226)  0.7681
H (4.762, -4.252, -1.938)  0.3034
H (3.452, -3.122, -1.531)  0.1893
H (5.003, -2.558, -2.030)  0.3937
H (-0.681, -0.009, -4.235)  0.4363
H (-0.545, -1.141, -2.886)  0.2931
H (-0.047, 0.524, -2.757)  0.3414
H (-3.414, 2.394, -3.635)  0.5446
H (-1.820, 2.103, -4.166)  0.2424
H (-1.555, 4.071, -3.037)  0.4586
H (-2.646, 3.653, -1.797)  0.4698
H (-1.046, 2.942, -1.839)  0.2463
H (-3.559, -2.591, 0.613)  0.3298
H (-0.332, -4.708, -1.366)  0.4721
H (-1.489, -4.634, -0.109)  0.3519
H (-1.941, -4.380, -1.798)  0.2436
H (-0.093, -2.998, 1.028)  0.4845
H (0.952, -3.285, -0.283)  0.5539
H (0.601, -1.650, 0.078)  0.5746
H (-1.795, -0.919, 1.883)  0.3623
C (6.295, 6.045, -1.870)  -0.3086
C (5.895, 7.500, -1.915)  0.0151
O (5.175, 7.579, -3.159)  -0.3372
C (4.713, 6.351, -3.458)  0.5848
O (3.945, 6.121, -4.334)  -0.5407
O (5.241, 5.419, -2.631)  -0.3311
H (6.338, 5.645, -0.862)  0.3027
H (7.248, 5.857, -2.364)  0.2708
H (5.225, 7.778, -1.101)  0.1812
H (6.744, 8.163, -1.917)  0.1463
C (-6.761, 4.587, 3.746)  -0.1965
C (-7.590, 5.742, 3.232)  -0.2586
O (-6.588, 6.718, 2.906)  -0.3690
C (-5.424, 6.070, 2.678)  0.5567
O (-4.449, 6.568, 2.230)  -0.5009
O (-5.519, 4.760, 3.035)  -0.3081
H (-7.199, 3.624, 3.529)  0.2875
H (-6.566, 4.655, 4.816)  0.2177
H (-8.146, 5.491, 2.327)  0.2223
H (-8.281, 6.128, 3.975)  0.2883
C (-4.250, -6.671, -4.918)  -0.3308
C (-3.892, -5.312, -4.353)  -0.3487
O (-2.471, -5.421, -4.173)  -0.2017
C (-2.018, -6.376, -5.024)  0.5851
O (-0.873, -6.597, -5.237)  -0.5395
O (-3.041, -7.048, -5.591)  -0.3210
H (-5.084, -6.636, -5.612)  0.3243
H (-4.464, -7.407, -4.143)  0.2437
H (-4.097, -4.498, -5.048)  0.2869
H (-4.388, -5.104, -3.409)  0.3092
C (4.041, -6.504, 2.181)  0.3588
C (3.880, -7.901, 1.617)  -0.3561
O (4.197, -8.727, 2.743)  -0.3295
C (3.974, -8.006, 3.873)  0.5706
O (3.979, -8.449, 4.966)  -0.5147
O (3.740, -6.699, 3.570)  -0.3189
H (3.365, -5.788, 1.737)  -0.1823
H (5.061, -6.130, 2.090)  0.1919
H (2.856, -8.112, 1.303)  0.2937
H (4.551, -8.103, 0.787)  0.3205
C (3.590, 2.161, -6.320)  -0.3326
C (3.080, 3.589, -6.361)  0.0393
O (1.775, 3.452, -5.780)  -0.3279
C (1.763, 2.350, -5.011)  0.5371
O (0.866, 2.061, -4.280)  -0.4759
O (2.882, 1.610, -5.191)  -0.3343
H (4.664, 2.096, -6.179)  0.3107
H (3.315, 1.592, -7.209)  0.2568
H (3.667, 4.285, -5.758)  -0.0144
H (3.018, 3.980, -7.372)  0.3126
C (8.806, 9.955, 1.657)  -0.3601
C (7.422, 9.351, 1.525)  -0.3454
O (7.392, 8.951, 0.145)  -0.2601
C (8.683, 8.779, -0.262)  0.6427
O (8.992, 8.289, -1.294)  -0.4953
O (9.549, 9.236, 0.664)  -0.3517
H (9.238, 9.813, 2.642)  0.3097
H (8.825, 11.017, 1.411)  0.2675
H (7.288, 8.468, 2.150)  0.2716
H (6.628, 10.060, 1.739)  0.3011
C (-10.521, 2.749, 3.543)  -0.3510
C (-11.650, 2.972, 4.530)  -0.3599
O (-10.948, 3.103, 5.774)  -0.3392
C (-9.687, 3.501, 5.508)  0.6113
O (-8.901, 3.860, 6.316)  -0.4828
O (-9.428, 3.439, 4.171)  -0.2389
H (-10.728, 3.164, 2.560)  0.3150
H (-10.257, 1.697, 3.436)  0.2582
H (-12.200, 3.893, 4.337)  0.2623
H (-12.350, 2.143, 4.566)  0.3158
C (-0.684, -10.766, -3.676)  -0.4150
C (-0.958, -9.278, -3.663)  -0.2410
O (-2.300, -9.215, -3.160)  -0.2077
C (-2.533, -10.348, -2.446)  0.5509
O (-3.485, -10.524, -1.766)  -0.5241
O (-1.528, -11.241, -2.616)  -0.3367
H (0.357, -11.008, -3.483)  0.3320
H (-0.989, -11.241, -4.609)  0.2631
H (-0.300, -8.739, -2.980)  0.2362
H (-0.891, -8.825, -4.645)  0.3265

Properties
HOMO-LUMO gap: 7.4 eV
E_HOMO: -0.369 hartree
Energy relative to the best compared isomer or geometry (same formula, charge and spin): 40.97 kcal/mol
Net charge: +1

3.
Computed, not measured: a structure of composition C43H70CaN3O3PSi in a non-equilibrium geometry, with ωB97M-V/def2-TZVPD.

Each line ends with the Mulliken charge.
Element x y z (Å)
Ca (-0.387, 0.249, 0.418)  1.4634
C (0.218, 1.419, 4.711)  -1.9267
C (0.430, 1.061, 3.267)  -0.1333
N (-0.393, 0.134, 2.678)  1.2700
O (-1.584, -0.147, 3.454)  -0.8913
C (1.473, 1.599, 2.579)  -0.4358
C (2.454, 2.593, 3.143)  -1.8109
N (1.566, 1.275, 1.168)  1.3873
O (1.786, 2.442, 0.372)  -0.0629
H (0.515, 0.594, 5.370)  0.2680
H (-0.835, 1.627, 4.895)  0.3540
H (0.798, 2.293, 4.993)  0.5786
H (-1.319, -0.686, 4.210)  0.4019
H (2.935, 2.249, 4.062)  0.4556
H (1.995, 3.565, 3.348)  0.3498
H (3.243, 2.788, 2.418)  -0.0154
O (-2.666, 0.570, 0.898)  -0.5334
C (-2.886, 2.001, 0.840)  -1.1700
C (-1.625, 2.841, 0.774)  1.1458
C (-1.584, 4.026, 1.445)  -1.1183
C (-0.479, 4.896, 1.175)  -0.4934
C (0.506, 4.513, 0.347)  -1.3740
C (0.537, 3.141, -0.217)  -0.0074
N (-0.663, 2.395, -0.076)  0.0590
H (-2.457, 0.349, 1.826)  0.2217
H (-3.480, 2.306, 1.701)  0.5400
H (-3.475, 2.166, -0.065)  0.1824
H (-2.396, 4.327, 2.092)  0.4403
H (-0.462, 5.887, 1.613)  0.3735
H (1.322, 5.178, 0.094)  0.4741
H (0.855, 3.147, -1.265)  -0.1108
C (2.396, -1.890, 3.842)  -1.3929
C (1.132, -2.705, 3.588)  0.1255
C (1.258, -4.105, 4.201)  -1.6342
C (0.759, -2.836, 2.129)  1.1746
C (1.686, -3.142, 1.157)  -0.4512
C (1.343, -3.424, -0.170)  0.2495
C (2.518, -3.996, -0.991)  1.3095
C (3.213, -5.117, -0.195)  -1.6020
C (2.275, -4.598, -2.379)  -2.1000
C (-0.001, -3.258, -0.562)  1.1800
C (-0.979, -3.020, 0.432)  0.5080
C (-0.573, -2.806, 1.744)  -0.9637
C (-2.491, -3.171, 0.278)  0.0014
C (-3.123, -2.768, -1.038)  -1.7621
C (-2.901, -4.600, 0.649)  -1.5913
C (-0.414, -3.476, -1.992)  -0.1744
C (-0.741, -4.789, -2.331)  0.1633
C (-1.023, -5.163, -3.630)  -1.5933
C (-0.952, -4.211, -4.637)  -1.0880
C (-0.666, -2.894, -4.314)  -0.9888
C (-0.432, -2.472, -2.999)  0.9365
P (-0.207, -0.649, -2.642)  1.9356
C (-1.608, 0.296, -3.534)  2.6245
C (-2.012, -0.118, -4.952)  -2.1422
C (-1.180, 1.772, -3.559)  -2.0117
C (-2.889, 0.232, -2.695)  -2.0998
C (1.422, -0.173, -3.495)  2.0578
C (1.956, 1.130, -2.883)  -1.7825
C (2.420, -1.265, -3.142)  -1.8926
C (1.412, -0.032, -5.018)  -1.9012
H (2.596, -1.837, 4.914)  0.5043
H (2.304, -0.870, 3.464)  0.1368
H (3.270, -2.357, 3.379)  0.2520
H (0.296, -2.198, 4.080)  -0.0461
H (2.077, -4.652, 3.727)  0.3028
H (0.345, -4.685, 4.061)  0.3685
H (1.467, -4.043, 5.270)  0.4717
H (2.729, -3.199, 1.440)  0.2144
H (3.246, -3.184, -1.100)  -0.4992
H (2.493, -5.902, 0.046)  0.3647
H (3.670, -4.785, 0.734)  0.3435
H (4.001, -5.559, -0.807)  0.4682
H (1.800, -5.577, -2.291)  0.4541
H (3.247, -4.749, -2.854)  0.5297
H (1.671, -4.005, -3.044)  0.1510
H (-1.332, -2.614, 2.495)  0.3510
H (-2.914, -2.509, 1.038)  0.4873
H (-3.037, -3.540, -1.806)  0.3161
H (-2.663, -1.871, -1.414)  -0.1371
H (-4.183, -2.557, -0.884)  0.6447
H (-2.544, -5.310, -0.099)  0.2696
H (-3.990, -4.681, 0.691)  0.4615
H (-2.497, -4.894, 1.618)  0.3208
H (-0.731, -5.537, -1.547)  0.6980
H (-1.265, -6.192, -3.859)  0.4106
H (-1.129, -4.484, -5.669)  0.4150
H (-0.629, -2.175, -5.113)  0.4982
H (-1.192, -0.082, -5.667)  0.2508
H (-2.776, 0.585, -5.298)  0.5415
H (-2.458, -1.110, -4.974)  0.4413
H (-0.356, 1.958, -4.247)  0.3171
H (-0.918, 2.137, -2.563)  0.0643
H (-2.032, 2.360, -3.911)  0.6579
H (-3.414, -0.706, -2.837)  0.3839
H (-3.558, 1.030, -3.032)  0.6896
H (-2.717, 0.383, -1.628)  0.2042
H (2.015, 1.095, -1.795)  -0.0303
H (1.364, 2.002, -3.148)  0.3117
H (2.970, 1.298, -3.261)  0.7080
H (2.378, -1.528, -2.085)  -0.3317
H (3.432, -0.910, -3.358)  0.6632
H (2.247, -2.156, -3.728)  0.5241
H (0.772, 0.778, -5.366)  0.3521
H (1.119, -0.955, -5.518)  0.2761
H (2.431, 0.198, -5.345)  0.4981
C (5.253, 0.423, 2.409)  -1.1367
Si (4.481, 0.832, 0.750)  0.4861
C (5.211, -0.343, -0.522)  -1.0427
C (4.889, 2.590, 0.248)  -1.0674
C (2.639, 0.325, 0.803)  0.9538
H (6.295, 0.751, 2.444)  0.4439
H (5.239, -0.659, 2.575)  0.2619
H (4.723, 0.894, 3.237)  0.2664
H (6.303, -0.334, -0.481)  0.4678
H (4.910, -0.060, -1.533)  0.1633
H (4.883, -1.373, -0.350)  0.1478
H (5.771, 2.935, 0.793)  0.4382
H (4.065, 3.276, 0.432)  0.2097
H (5.120, 2.627, -0.819)  0.3069
H (2.571, -0.495, 1.525)  -0.8858
H (2.400, -0.118, -0.176)  -0.2630

Properties
HOMO-LUMO gap: 6.7 eV
E_HOMO: -0.228 hartree
Energy relative to the best compared isomer or geometry (same formula, charge and spin): 11.11 kcal/mol

Number 1: DFT total energy -73385.61083 eV. Number 2: DFT total energy -118416.78004 eV. Number 3: DFT total energy -91944.73061 eV.